No. 1
Molecular formula: C19H10Cl5HgN3O8
Method: DFT, ωB97M-V/def2-TZVPD

Each line ends with the Mulliken charge.
Element x y z (Å)
Hg: -0.1861 -0.9747 0.6950  1.5150
Cl: -4.4463 -5.7707 -1.3316  -0.2052
Cl: -5.4486 -3.4500 0.4858  -0.2073
Cl: -1.4664 -5.8666 -2.2189  -0.2035
Cl: 0.4986 -3.6431 -1.3063  -0.1653
Cl: -3.4491 -1.2809 1.4679  -0.1630
O: 2.0456 2.4361 -3.9148  -0.6059
O: 1.6870 -0.6969 -0.9176  -0.4775
O: 4.0327 -2.0078 0.8565  -0.5214
O: -0.5386 2.9386 3.0984  -0.5234
O: 2.5968 0.5770 -2.5152  -0.8690
O: 2.1057 -2.6279 1.7342  -0.5484
O: 0.3022 3.8007 -4.2181  -0.6887
O: -1.2715 1.0101 2.2175  -0.5854
N: -0.6477 0.8231 -0.9545  0.2093
N: 1.3429 0.0722 1.9570  -0.4593
N: -1.1363 2.5442 -2.2076  -0.0549
C: -3.3520 -4.5465 -0.8169  0.6473
C: -1.5664 1.7271 -1.2219  0.0006
C: 2.1182 2.1977 2.8468  -0.5812
C: -2.8902 -2.5411 0.4224  1.0850
C: -2.0175 -4.5843 -1.2115  -0.2307
C: -0.3020 1.7018 2.5647  -0.0144
C: 3.4097 1.7982 2.7092  -0.5784
C: 3.6834 0.4955 2.2125  -0.4871
C: 2.6254 -0.3094 1.8597  0.7304
C: 0.1201 2.1447 -2.5839  -0.1534
C: -2.8926 1.8361 -0.5597  -1.1609
C: 1.6637 0.2459 -1.7344  0.4538
C: 2.8605 -1.7405 1.4487  0.2028
C: 0.8442 2.8662 -3.6536  0.5231
C: 0.4099 1.0673 -1.7911  0.3913
C: -1.1420 -3.5847 -0.7852  0.8754
C: 1.0621 1.3314 2.4687  0.2794
C: -1.5507 -2.5443 0.0472  -1.6511
C: -3.7957 -3.5142 0.0028  -0.2593
H: 4.2271 2.4512 2.9851  0.4046
H: 4.7015 0.1346 2.1752  0.4611
H: -3.2561 2.8634 -0.5894  0.3980
H: -2.7924 1.4991 0.4703  0.1633
H: 2.2866 1.6085 -3.3097  0.4499
H: 4.3903 -1.2048 0.4599  0.3636
H: 1.8633 3.1769 3.2275  0.4521
H: -1.6110 3.3235 -2.6328  0.2273
H: -3.6208 1.1935 -1.0591  0.2357
H: -1.4973 3.0237 3.1207  0.3262

The total charge is -1. Its expectation value of S² is 0.76. The calculation puts the energy above the lowest of the compared OMol25 structures with the same formula, charge and spin at 0.0 kcal/mol. The multiplicity is 2.


No. 2
Molecular formula: C24H26BClI2N7OTi
Method: DFT, ωB97M-V/def2-TZVPD

Each line ends with the Mulliken charge.
Element x y z (Å)
I: -0.3846 4.2787 -3.5361  0.0651
I: 2.5465 0.4751 -7.1549  0.1197
Ti: -0.5365 0.2589 -0.6562  -1.1776
Cl: -2.1650 -0.2161 -2.0839  -0.4826
O: -0.1106 1.7010 -1.6406  -0.3330
N: -0.8726 -1.5410 0.2870  1.0292
N: -1.6166 1.2047 0.7085  0.9662
N: -1.2725 1.0152 2.0157  0.4390
N: -0.9928 -1.4311 1.6487  0.3702
N: 0.9991 0.0321 1.8375  0.2946
N: 1.1419 0.4968 0.5622  1.1666
N: 0.9085 -0.6673 -2.0152  1.3397
C: 1.5468 -1.8149 -2.0891  -0.4746
C: 2.2940 -1.3737 -4.3213  -0.8659
C: -1.4282 -2.7204 -0.0568  0.7261
C: 2.2617 -2.2016 -3.2281  -1.2921
C: 1.6445 0.8579 -5.2989  -0.2511
C: 3.1373 0.4532 1.5567  -1.5650
C: -1.9375 -2.6786 3.5897  -1.4178
C: 0.3987 1.4712 -2.8482  -0.4374
C: 0.9831 0.1948 -3.0702  0.8876
C: -1.9110 -3.3492 1.0868  -1.4256
C: -1.5027 -3.2724 -1.4405  -1.6165
C: 1.6507 -0.1205 -4.2741  0.4885
C: -3.0994 2.7206 -0.6074  -1.2785
C: 2.4481 0.7659 0.3879  0.8357
C: 0.4464 2.3909 -3.8708  -0.1499
C: 3.0322 1.3725 -0.8433  -1.2918
C: 2.1861 -0.0068 2.4548  0.9060
C: -2.4904 2.2358 0.6588  0.6317
C: -2.6938 2.6996 1.9520  -1.4239
C: 1.0528 2.0757 -5.0984  -0.2497
C: -1.7162 2.0004 4.2548  -1.3650
C: 2.3745 -0.4571 3.8616  -1.4125
C: -1.9080 1.9078 2.7817  0.8867
C: -1.6284 -2.5005 2.1438  0.8730
B: -0.4136 -0.2130 2.3955  -1.0539
H: -3.6997 3.6069 -0.4171  0.4001
H: -2.5146 -3.1561 -1.8285  0.3033
H: 1.4825 -2.4679 -1.2263  0.6136
H: -2.3279 2.9633 -1.3375  0.0702
H: -2.1491 1.1402 4.7672  0.2474
H: -2.4056 -4.3046 1.1335  0.5357
H: -2.4790 -3.6105 3.7294  0.3913
H: -0.8271 -2.7717 -2.1251  0.2417
H: -3.3303 3.5142 2.2522  0.5083
H: -0.3979 -0.3842 3.5695  -0.0647
H: 4.1941 0.5618 1.7321  0.5324
H: -1.0254 -2.7116 4.1862  0.2629
H: 2.3459 2.0891 -1.2880  0.1475
H: -2.1942 2.9013 4.6299  0.3996
H: 1.0664 2.8187 -5.8835  0.3845
H: -0.6545 2.0384 4.4977  0.2890
H: 1.8679 0.2106 4.5597  0.2606
H: 3.9479 1.8944 -0.5738  0.5036
H: 3.2885 0.6182 -1.5898  0.1827
H: -2.5530 -1.8586 3.9606  0.2756
H: -3.7388 1.9514 -1.0397  0.2505
H: 2.8250 -1.6716 -5.2158  0.2334
H: -1.2722 -4.3370 -1.4143  0.4196
H: 1.9728 -1.4596 4.0108  0.2853
H: 3.4346 -0.4659 4.1003  0.3919
H: 2.7713 -3.1540 -3.2392  0.4726

The value obtained for the total energy is -90306.14462 eV. The total charge is +1. The multiplicity is 1.